1.
{
  "formula": "C20H38BrN2O28S7",
  "method": "the ωB97M-V functional and the def2-TZVPD basis",
  "symbols": ["C", "C", "C", "Br", "C", "C", "N", "C", "N", "H", "H", "H", "H", "H", "H", "H", "H", "H", "H", "C", "C", "O", "S", "O", "O", "O", "H", "H", "H", "H", "C", "C", "O", "S", "O", "O", "O", "H", "H", "H", "H", "C", "C", "O", "S", "O", "O", "O", "H", "H", "H", "H", "C", "C", "O", "S", "O", "O", "O", "H", "H", "H", "H", "C", "C", "O", "S", "O", "O", "O", "H", "H", "H", "H", "C", "C", "O", "S", "O", "O", "O", "H", "H", "H", "H", "C", "C", "O", "S", "O", "O", "O", "H", "H", "H", "H"],
  "positions_angstrom": [[7.84409, 0.98455, -0.30516], [6.43999, 1.46612, -0.58130], [5.41749, 0.32975, -0.59829], [5.65853, -0.77071, -2.17632], [4.03340, 0.87785, -0.61804], [3.09208, 0.96728, 0.35284], [2.00246, 1.60128, -0.20940], [2.26623, 1.88932, -1.46775], [3.49351, 1.46862, -1.74946], [7.90225, 0.40051, 0.60569], [8.21515, 0.39011, -1.13300], [8.52426, 1.81937, -0.20151], [6.12999, 2.12947, 0.22355], [6.36184, 1.99752, -1.52436], [5.52511, -0.31204, 0.26432], [3.15111, 0.63258, 1.36374], [1.14419, 1.79304, 0.28070], [1.64641, 2.39255, -2.18195], [3.97463, 1.54423, -2.64318], [1.28758, 1.49507, 4.32495], [0.03137, 0.90410, 4.93108], [-1.00387, 1.26083, 3.99274], [-0.42969, 1.26835, 2.52159], [-0.71673, 0.03169, 1.88951], [-0.74415, 2.50135, 1.89041], [1.12824, 1.27135, 2.90339], [1.35777, 2.56909, 4.49925], [2.19207, 1.00545, 4.67302], [-0.20316, 1.31889, 5.90584], [0.07975, -0.18391, 4.99579], [-2.70458, -3.93778, 1.81404], [-1.60944, -3.15022, 2.49795], [-2.01216, -3.11417, 3.87560], [-2.78054, -4.47306, 4.24926], [-1.87268, -5.36371, 4.87208], [-4.01457, -4.13019, 4.85624], [-3.03572, -4.97154, 2.75573], [-3.59430, -3.32930, 1.64550], [-2.38516, -4.38609, 0.87755], [-1.51165, -2.14063, 2.11412], [-0.64591, -3.66234, 2.43030], [4.11838, -3.23421, -5.51069], [5.58534, -3.21778, -5.14264], [6.10973, -4.41095, -5.73985], [5.33590, -4.71592, -7.10940], [6.08484, -4.20856, -8.19811], [4.88331, -6.05572, -7.07505], [4.09728, -3.72662, -6.85340], [3.55062, -3.92006, -4.87730], [3.67085, -2.24452, -5.47690], [5.75132, -3.24429, -4.06848], [6.09482, -2.35797, -5.57377], [4.97631, 3.22205, -6.41514], [5.05440, 3.54475, -4.93910], [5.24369, 2.25308, -4.31152], [6.13024, 1.31578, -5.29150], [7.48015, 1.37046, -4.87708], [5.43948, 0.08506, -5.43231], [5.95633, 2.18642, -6.60473], [3.99705, 2.83042, -6.69481], [5.22432, 4.07181, -7.04324], [4.15045, 4.00823, -4.56143], [5.91742, 4.17079, -4.70685], [-1.22008, 5.52614, -2.56977], [-0.43884, 6.30553, -1.53221], [0.93813, 6.00983, -1.84385], [1.10112, 5.83755, -3.42225], [1.56684, 7.04281, -3.99011], [1.77894, 4.60236, -3.65197], [-0.44052, 5.66018, -3.77099], [-1.28729, 4.46660, -2.31478], [-2.21599, 5.92421, -2.73689], [-0.65876, 5.99462, -0.51554], [-0.59281, 7.38075, -1.63021], [-7.23720, -5.00688, 3.89300], [-8.40887, -4.04936, 3.88100], [-8.01130, -3.02057, 2.95300], [-7.11383, -3.66195, 1.79815], [-7.90867, -3.90624, 0.65207], [-5.91166, -2.91105, 1.71251], [-6.80942, -5.04889, 2.51805], [-6.41116, -4.63463, 4.50154], [-7.51377, -6.00426, 4.22083], [-8.60185, -3.60769, 4.85433], [-9.31641, -4.52476, 3.50479], [-9.45436, 0.03142, 4.17921], [-8.35638, 0.88174, 4.78124], [-8.68751, 0.94658, 6.17508], [-9.37268, -0.42509, 6.63524], [-8.39281, -1.27158, 7.21233], [-10.58035, -0.12007, 7.30423], [-9.69388, -0.98052, 5.16688], [-10.37426, 0.60051, 4.03361], [-9.15855, -0.43672, 3.24436], [-8.32536, 1.88496, 4.36677], [-7.37795, 0.40757, 4.67655]],
  "mulliken_charge": [-1.329, -0.221, -0.444, -0.079, -0.490, -0.323, 0.280, -0.348, 0.515, 0.361, 0.348, 0.388, 0.377, 0.200, 0.510, 0.607, 0.095, 0.582, 0.110, -0.330, -0.373, -0.300, 0.953, -0.505, -0.526, -0.230, 0.291, 0.345, 0.351, 0.247, -0.155, -0.076, -0.278, 1.021, -0.565, -0.485, -0.290, 0.169, 0.317, 0.162, 0.238, -0.257, -0.049, -0.352, 1.066, -0.524, -0.515, -0.321, 0.335, 0.241, 0.098, 0.268, -0.381, -0.207, -0.380, 1.064, -0.588, -0.397, -0.331, 0.295, 0.353, 0.207, 0.264, -0.274, -0.329, -0.313, 1.079, -0.573, -0.432, -0.320, 0.238, 0.319, 0.312, 0.296, -0.203, -0.293, -0.213, 0.979, -0.566, -0.514, -0.291, 0.181, 0.328, 0.296, 0.268, -0.232, -0.321, -0.322, 1.112, -0.533, -0.532, -0.279, 0.275, 0.257, 0.318, 0.275],
  "e_homo_ev": -12.516,
  "gap_ev": 9.8,
  "multiplicity": 1,
  "total_charge": 1,
  "energy_ev": -227544.3549,
  "lumo_ev": -2.72
}



2.
{
  "formula": "C4H5NO4",
  "method": "the ωB97M-V functional and the def2-TZVPD basis",
  "symbols": ["C", "C", "C", "C", "H", "H", "H", "H", "H", "N", "O", "O", "O", "O"],
  "positions_angstrom": [[0.83778, 0.90106, 1.37251], [0.18555, -0.03199, 0.31388], [-0.32046, -1.30840, 0.22245], [-0.88169, -1.23086, -1.33088], [1.31039, -0.78454, 2.20241], [0.11113, 1.69641, 1.81732], [1.82496, 1.07351, 1.23656], [-0.99671, -1.74630, 0.99379], [-1.13818, 2.16828, -1.83291], [-0.01526, -0.27519, -2.07329], [0.96405, 0.19912, 2.67224], [-1.79582, -1.80069, -1.73024], [-0.66246, 0.56251, -2.95895], [0.57672, 0.57707, -0.90490]],
  "nbo_charge": [-0.144, 0.322, -0.445, 0.661, 0.453, 0.234, 0.217, 0.263, 0.232, 0.121, -0.697, -0.473, -0.368, -0.375],
  "e_homo_ev": -9.921,
  "de_lowest_kcal_mol": 261.21,
  "gap_ev": 7.0,
  "multiplicity": 1,
  "energy_ev": -13898.0849,
  "lumo_ev": -2.95
}



3.
{
  "formula": "C21H23F2N2O",
  "method": "the ωB97M-V functional and the def2-TZVPD basis",
  "symbols": ["C", "C", "C", "C", "C", "O", "C", "C", "N", "C", "C", "N", "H", "H", "H", "H", "H", "H", "H", "H", "H", "H", "H", "H", "H", "F", "C", "C", "C", "C", "C", "C", "H", "H", "H", "H", "H", "F", "C", "C", "C", "C", "C", "C", "H", "H", "H", "H", "H"],
  "positions_angstrom": [[3.69496, 1.07360, -1.46999], [2.47652, 1.54610, -1.87361], [1.35914, 1.02736, -1.25681], [-0.02243, 1.45645, -1.65864], [-0.45814, 2.78805, -1.01099], [-0.94740, 2.62773, 0.29718], [-2.14934, 1.88388, 0.20800], [-1.83864, 0.45658, -0.19517], [-1.02554, 0.34818, -1.45707], [1.59740, 0.10991, -0.27007], [2.85420, -0.31162, 0.07726], [3.92820, 0.16163, -0.54239], [4.56779, 1.49020, -1.96619], [2.38372, 2.29774, -2.64499], [0.01559, 1.64623, -2.73317], [-1.20236, 3.26778, -1.65896], [0.41858, 3.43065, -0.98614], [-2.60340, 1.85599, 1.19654], [-2.84378, 2.35585, -0.49630], [-1.38381, -0.12369, 0.60129], [-2.78990, -0.04300, -0.39336], [-0.52484, -0.54520, -1.43043], [-1.66940, 0.27677, -2.24534], [0.75516, -0.31948, 0.26725], [2.97738, -1.05404, 0.85511], [5.75449, -0.65676, 6.43426], [5.37315, -0.20344, 5.22941], [4.35596, 0.72830, 5.15359], [3.96710, 1.19803, 3.90769], [4.59071, 0.72536, 2.75984], [5.60829, -0.21390, 2.85568], [6.00838, -0.68076, 4.09923], [3.87956, 1.07724, 6.06020], [3.17658, 1.93363, 3.83295], [4.28585, 1.09179, 1.79135], [6.09114, -0.58321, 1.96010], [6.80477, -1.40643, 4.19735], [-3.19562, -2.70545, -1.11584], [-4.41749, -2.63276, -1.70817], [-4.64360, -3.34723, -2.86572], [-5.89274, -3.27214, -3.46476], [-6.88804, -2.48113, -2.90557], [-6.63808, -1.76711, -1.74236], [-5.39358, -1.84532, -1.13238], [-3.85276, -3.95297, -3.28891], [-6.08935, -3.83214, -4.36868], [-7.85957, -2.42313, -3.37719], [-7.41216, -1.14949, -1.30750], [-5.18266, -1.30462, -0.21760]],
  "nbo_charge": [0.058, -0.244, -0.029, -0.095, -0.080, -0.486, -0.097, -0.259, -0.499, -0.278, 0.064, -0.379, 0.210, 0.228, 0.240, 0.185, 0.236, 0.239, 0.186, 0.239, 0.242, 0.455, 0.446, 0.194, 0.223, -0.317, 0.406, -0.284, -0.197, -0.246, -0.195, -0.281, 0.232, 0.212, 0.210, 0.224, 0.235, -0.350, 0.378, -0.287, -0.176, -0.215, -0.183, -0.303, 0.235, 0.230, 0.229, 0.227, 0.219],
  "e_homo_ev": -10.949,
  "gap_ev": 7.7,
  "multiplicity": 1,
  "total_charge": 1,
  "energy_ev": -32605.4586,
  "lumo_ev": -3.24
}



4.
{
  "formula": "C6H13N",
  "method": "the ωB97M-V functional and the def2-TZVPD basis",
  "symbols": ["C", "C", "C", "N", "C", "C", "C", "H", "H", "H", "H", "H", "H", "H", "H", "H", "H", "H", "H", "H"],
  "positions_angstrom": [[2.83042, -0.47010, -0.04824], [1.34411, -0.80952, -0.15524], [0.51098, 0.41515, -0.51707], [-0.82689, 0.04536, -1.00923], [-1.74545, 1.17260, -1.00938], [-1.92624, -0.11756, -0.11295], [-1.92359, -0.60621, 1.31548], [3.01214, 0.31664, 0.69400], [3.21728, -0.11160, -1.00992], [3.42117, -1.34464, 0.24291], [1.18802, -1.57408, -0.92498], [0.98484, -1.23577, 0.78996], [1.01094, 0.96189, -1.32865], [0.44914, 1.09972, 0.35268], [-2.49946, 1.26959, -1.78864], [-1.19412, 2.11596, -0.84385], [-1.97492, 1.16621, 0.30038], [-2.78930, -0.19747, 1.84720], [-2.06382, -1.69407, 1.28438], [-1.02523, -0.40212, 1.92114]],
  "nbo_charge": [-0.604, -0.408, -0.237, -0.391, -0.245, -0.184, -0.638, 0.201, 0.203, 0.213, 0.212, 0.199, 0.193, 0.161, 0.231, 0.198, 0.260, 0.228, 0.228, 0.180],
  "e_homo_ev": -7.006,
  "de_lowest_kcal_mol": 124.79,
  "gap_ev": 8.0,
  "multiplicity": 1,
  "energy_ev": -7917.4216,
  "lumo_ev": 0.97
}



5.
{
  "formula": "C3H5N3Se",
  "method": "the ωB97M-V functional and the def2-TZVPD basis",
  "symbols": ["C", "C", "C", "N", "N", "N", "Se", "H", "H", "H", "H", "H"],
  "positions_angstrom": [[-0.34894, -0.49350, 0.22286], [1.56897, 0.42219, -0.60986], [-1.84044, -0.32641, 0.30262], [0.27624, -1.44807, 0.78780], [0.76893, -2.32596, 1.24062], [0.33106, 0.57827, -0.30993], [2.61812, 2.07155, -0.76184], [-2.09254, -1.26589, -0.16424], [-2.28566, -0.30334, 1.31230], [-2.27229, 0.40640, -0.30067], [-0.23775, 1.44066, -0.18617], [3.51431, 1.24410, -1.53349]],
  "nbo_charge": [0.079, -0.092, -0.647, 0.065, 0.015, -0.578, -0.002, 0.234, 0.222, 0.229, 0.371, 0.105],
  "e_homo_ev": -7.813,
  "de_lowest_kcal_mol": 90.16,
  "gap_ev": 8.3,
  "multiplicity": 1,
  "energy_ev": -73003.7053,
  "lumo_ev": 0.53
}